Entry from the OMol25 dataset: a cluster of 13 separate species, C48H72ClO40 in total at a distorted geometry (ωB97M-V/def2-TZVPD).

Structure (XYZ):
```
161
Properties=species:S:1:pos:R:3:forces:R:3:lowdin_charge:R:1
Cl -0.528 -0.059 0.359 4.286 -1.902 -3.510 0.6360
O -0.368 -0.530 1.687 -0.660 0.415 1.805 -0.3490
O -1.763 0.609 0.109 -0.855 0.291 0.265 -0.3488
O 0.615 0.807 -0.015 -1.284 0.451 0.964 -0.3970
O -0.320 -1.238 -0.513 -1.506 0.841 0.515 -0.3892
C 0.208 1.081 -5.987 0.211 0.598 -0.248 -0.0103
C 1.551 1.154 -6.693 0.935 0.141 0.167 -0.3009
C 2.647 2.072 -6.106 -3.720 2.287 0.774 -0.1049
O 3.736 1.292 -5.838 2.409 2.207 0.902 0.1245
C 3.584 0.151 -6.386 1.330 -6.304 -1.250 -0.5595
O 4.445 -0.734 -6.588 -2.582 3.232 0.836 0.1047
O 2.263 -0.059 -6.600 0.084 -1.623 -1.299 0.0853
H -0.498 0.384 -6.438 0.236 0.009 -0.240 0.0794
H -0.193 2.089 -6.089 -0.351 0.010 0.163 0.0860
H 0.264 0.848 -4.924 0.348 -0.016 0.001 0.0891
H 1.470 1.511 -7.719 -0.562 -0.764 -0.360 0.1488
H 2.140 2.456 -5.220 0.937 0.279 0.525 0.1124
H 2.803 2.917 -6.775 0.714 -0.152 0.064 0.1439
C -3.062 1.857 -3.634 0.112 1.066 0.275 -0.0151
C -3.217 0.359 -3.544 1.396 -0.729 1.225 -0.2696
C -4.138 -0.256 -2.437 1.557 0.766 -1.298 -0.0583
O -5.057 -0.898 -3.277 -3.522 0.362 3.556 0.1054
C -4.718 -1.029 -4.495 1.790 -0.362 -1.085 -0.6543
O -5.210 -1.811 -5.227 -0.794 -0.597 -1.666 0.1610
O -3.626 -0.289 -4.762 0.503 0.846 0.098 0.0924
H -3.900 2.519 -3.854 -0.448 -0.600 -0.538 0.0915
H -2.218 2.124 -4.270 -0.177 -0.149 -0.434 0.0671
H -2.750 2.287 -2.682 0.135 -0.576 0.516 0.0702
H -2.227 0.009 -3.253 0.325 -0.216 -0.579 0.1449
H -4.370 0.597 -1.799 -1.338 -0.489 -0.183 0.1023
H -3.774 -1.083 -1.828 0.931 0.404 -0.212 0.1172
C -1.674 -3.903 3.602 0.320 0.881 0.001 0.0301
C -0.802 -2.806 4.325 -0.731 -1.266 -0.478 -0.2711
C -1.504 -1.757 5.090 -2.833 2.816 -1.710 -0.1281
O -1.063 -1.723 6.434 0.636 0.200 -0.825 0.1108
C -0.198 -2.755 6.520 -0.430 -1.015 4.706 -0.5981
O 0.282 -3.158 7.576 -0.397 1.328 -2.081 0.1110
O -0.177 -3.425 5.425 2.230 -2.544 -1.564 0.1064
H -1.343 -4.878 3.961 -0.060 0.033 -0.113 0.0903
H -1.637 -3.876 2.513 0.641 0.095 -0.040 0.0681
H -2.746 -3.788 3.765 0.019 0.077 0.662 0.0733
H -0.069 -2.329 3.675 0.188 -0.477 -0.157 0.1385
H -2.589 -1.816 5.007 -0.243 -0.654 0.722 0.1341
H -1.380 -0.836 4.522 0.664 0.565 0.725 0.1101
C 6.135 -1.515 -2.754 0.741 0.336 0.416 -0.0219
C 4.708 -1.862 -2.394 2.204 1.839 0.627 -0.3459
C 3.681 -0.897 -2.976 1.823 -1.020 0.914 -0.1040
O 2.923 -1.826 -3.664 -2.814 -1.253 -2.952 0.0325
C 3.486 -3.083 -3.887 -0.507 0.284 0.748 -0.4424
O 3.045 -4.010 -4.550 1.155 2.831 1.706 0.1319
O 4.586 -3.066 -3.087 -1.455 -2.451 -0.743 0.0662
H 6.682 -2.371 -2.360 0.596 0.269 -0.177 0.0909
H 6.536 -0.584 -2.355 -0.216 -0.013 0.407 0.0856
H 6.274 -1.455 -3.833 -0.211 -0.204 -0.083 0.0964
H 4.667 -1.944 -1.308 -0.417 -0.597 -0.041 0.1353
H 4.313 -0.236 -3.569 -0.826 0.343 -0.741 0.1209
H 3.097 -0.341 -2.243 -0.165 -0.244 -0.113 0.1394
C 0.730 4.229 -0.275 0.233 0.187 0.146 -0.0087
C 1.339 4.075 -1.663 1.195 -1.183 1.892 -0.3828
C 0.755 2.962 -2.508 0.364 -1.154 1.349 -0.1275
O 0.568 3.466 -3.804 1.347 3.021 -0.628 0.0012
C 1.062 4.829 -3.789 -2.174 0.553 0.905 -0.3908
O 1.055 5.625 -4.693 0.451 -2.155 1.432 0.1549
O 1.260 5.177 -2.440 -0.931 2.489 -4.081 0.0749
H -0.336 4.455 -0.283 -0.124 -0.242 -0.238 0.0806
H 1.195 5.017 0.317 0.212 0.252 -0.322 0.0822
H 0.925 3.322 0.298 -0.305 -0.274 -0.206 0.0629
H 2.422 3.997 -1.567 0.206 -0.988 0.585 0.1510
H -0.170 2.625 -2.039 -0.171 -0.221 -0.468 0.1228
H 1.497 2.164 -2.507 -0.398 -0.389 -0.211 0.1315
C 2.602 -0.956 6.342 0.847 -0.818 -0.004 0.0076
C 4.092 -0.525 6.209 -2.132 -0.417 0.412 -0.3049
C 4.312 0.275 4.951 0.081 -0.479 0.741 -0.0338
O 5.099 1.395 5.472 0.981 0.194 -4.428 0.1113
C 4.991 1.424 6.741 0.796 3.065 4.882 -0.6772
O 5.360 2.215 7.602 0.656 0.295 -2.401 0.1121
O 4.310 0.444 7.167 -2.098 -2.049 2.899 0.1013
H 2.554 -1.718 7.120 -0.369 -0.080 -0.193 0.0836
H 2.220 -1.335 5.395 0.175 -0.461 -0.061 0.0826
H 1.905 -0.159 6.601 0.544 0.433 0.154 0.0990
H 4.823 -1.263 6.535 -0.174 -0.797 -1.138 0.1649
H 3.324 0.639 4.670 0.297 0.279 -0.541 0.1305
H 4.791 -0.375 4.218 0.319 0.924 -0.382 0.1452
C 6.002 4.613 2.598 0.173 0.241 0.580 0.0031
C 5.122 3.363 2.424 -0.273 -0.445 0.121 -0.2982
C 4.147 3.714 1.383 -1.795 1.366 -0.043 -0.1338
O 4.882 3.513 0.183 -1.229 1.663 -0.954 0.0899
C 5.679 2.504 0.396 1.478 -1.969 0.009 -0.5761
O 6.266 1.879 -0.454 -0.573 0.641 1.124 0.1403
O 5.712 2.254 1.744 1.657 -0.709 -0.293 0.0782
H 6.499 4.856 1.659 0.060 -0.185 -0.053 0.0965
H 6.729 4.711 3.404 0.074 -0.897 -0.016 0.0866
H 5.347 5.461 2.799 -0.262 -0.061 -0.032 0.0829
H 4.554 2.948 3.257 0.714 0.353 0.542 0.1556
H 3.874 4.742 1.622 -0.232 0.179 -1.190 0.1329
H 3.233 3.123 1.317 0.104 -0.273 0.241 0.1395
C -6.519 -2.573 -0.124 1.000 1.370 1.104 0.0188
C -5.526 -2.560 1.128 -0.075 -0.913 -1.726 -0.2674
C -4.147 -1.896 0.891 0.157 -2.195 -4.320 -0.1298
O -3.871 -1.098 1.953 0.881 0.709 1.453 0.0993
C -4.949 -0.990 2.669 -3.495 3.287 3.602 -0.4845
O -5.112 -0.185 3.628 0.874 -3.152 -3.269 0.0699
O -6.001 -1.746 2.168 0.827 1.314 1.446 0.0769
H -6.402 -1.594 -0.589 0.167 -0.003 -0.400 0.0603
H -7.572 -2.544 0.158 0.110 -0.557 0.435 0.0786
H -6.327 -3.353 -0.860 0.181 -0.014 0.297 0.0851
H -5.432 -3.582 1.495 0.100 -0.055 0.163 0.1430
H -4.147 -1.356 -0.056 -0.628 0.909 0.362 0.0968
H -3.315 -2.534 0.594 0.052 -0.697 1.003 0.1352
C -0.864 -2.710 -5.274 2.963 -1.315 -0.475 0.0084
C -1.812 -3.800 -4.960 -3.221 1.340 -1.679 -0.3747
C -1.471 -5.221 -4.655 3.287 -0.471 -1.656 -0.0723
O -1.648 -5.394 -3.264 0.242 -1.521 -0.990 0.1320
C -2.230 -4.345 -2.818 -4.378 3.615 4.640 -0.4951
O -2.695 -4.230 -1.648 1.995 -0.186 -4.116 0.0678
O -2.443 -3.367 -3.805 -0.447 -1.585 4.639 0.0507
H -0.055 -3.143 -5.861 0.173 0.082 -0.513 0.0896
H -0.350 -2.603 -4.318 0.101 0.994 0.049 0.1056
H -1.134 -1.784 -5.781 -0.729 -0.298 0.534 0.0809
H -2.698 -3.824 -5.594 0.452 0.034 -1.130 0.1562
H -0.409 -5.399 -4.823 0.214 -0.016 -0.077 0.1387
H -1.952 -5.885 -5.374 -0.718 -0.424 0.968 0.1418
C -2.925 1.943 4.895 -0.043 1.326 0.012 -0.0145
C -1.634 1.862 4.008 -4.263 -0.732 -0.879 -0.3118
C -1.317 3.150 3.205 -0.709 0.224 0.508 -0.1043
O -0.154 3.579 3.829 2.117 -0.273 1.229 0.0495
C 0.290 2.690 4.773 -0.063 0.534 1.453 -0.4694
O 1.209 2.928 5.518 -1.041 -0.845 -1.427 0.1441
O -0.568 1.594 4.875 1.944 1.766 -0.927 0.0762
H -3.010 1.103 5.583 0.450 0.228 0.171 0.0854
H -3.921 1.988 4.455 0.333 -0.553 -1.201 0.0564
H -2.964 2.924 5.368 0.578 -0.081 0.929 0.0791
H -1.931 1.048 3.347 1.200 -0.398 -0.241 0.1227
H -2.046 3.943 3.367 -0.472 -0.153 0.297 0.1247
H -1.152 3.196 2.128 0.051 -1.151 -0.120 0.1169
C -4.004 4.713 0.082 0.390 -0.146 0.051 0.0135
C -4.427 3.288 0.497 1.925 2.028 -0.298 -0.3136
C -5.597 3.183 1.365 -0.951 2.342 2.724 -0.1269
O -6.413 2.262 0.757 -1.315 -1.236 3.304 0.1378
C -5.929 1.941 -0.392 -2.802 -0.192 -1.737 -0.6491
O -6.574 1.265 -1.126 0.593 -1.133 -1.192 0.1722
O -4.909 2.695 -0.666 2.137 -0.636 -2.337 0.1066
H -4.790 5.458 0.210 -0.107 -0.168 0.078 0.0843
H -3.757 4.680 -0.979 -0.005 -0.020 -0.019 0.0855
H -3.103 5.077 0.577 -0.079 -0.120 0.265 0.0718
H -3.583 2.730 0.902 0.160 -0.203 -0.253 0.1469
H -6.185 4.098 1.436 0.070 0.437 -0.373 0.1381
H -5.345 3.030 2.414 -0.057 -0.997 -0.034 0.1389
C 2.689 -2.978 0.644 -1.565 1.668 -0.456 0.0117
C 1.618 -4.020 0.997 2.118 1.424 -0.116 -0.3351
C 1.330 -4.953 -0.093 -0.935 0.407 -3.056 -0.1274
O 1.081 -6.180 0.512 -0.549 -0.913 0.386 0.1066
C 1.661 -6.132 1.703 -0.088 -1.360 2.632 -0.5552
O 1.708 -7.044 2.497 0.166 0.954 -1.182 0.1346
O 2.118 -4.887 1.968 0.265 -1.165 1.344 0.0972
H 3.406 -3.159 -0.156 0.009 -0.888 0.375 0.0659
H 3.151 -2.420 1.460 0.115 -0.736 0.416 0.0879
H 2.075 -2.177 0.232 -0.101 0.342 -0.422 0.0674
H 0.678 -3.566 1.312 0.152 0.292 0.402 0.1457
H 2.111 -5.151 -0.827 0.299 0.560 0.003 0.1473
H 0.444 -4.572 -0.600 -0.089 -0.460 -0.350 0.1434
```
Forces are in eV/Å.

Values from the calculation:
total charge	-1
Kohn-Sham gap	0.355	Ha